[1]
The following is a DFT calculation (ωB97M-V/def2-TZVPD) of C14H18IrN4S2 as an isolated structure.

Values from the calculation:
**Highest occupied orbital energy (alpha / beta)**: -16.490 / -16.297 eV
**Molar mass**: 498.7 g mol⁻¹
**LUMO energy (alpha / beta)**: -10.02 / -9.99 eV
**Energy above the lowest of the compared OMol25 structures with the same formula, charge and spin**: 3.6 kcal per mole
**Multiplicity**: 2
**Charge**: +2
**⟨S²⟩**: 0.772

Geometry (Å):
C  1.3198  2.2111  -1.5937
H  -0.8821  1.9011  -3.1182
C  -2.9563  -0.9095  1.6207
S  -0.2549  -2.3740  -1.0336
H  1.7276  0.0042  -3.1439
C  -1.1599  -2.1152  0.3653
N  -0.0842  1.9095  -1.1575
H  -0.8233  3.4998  -2.3375
C  2.6620  -0.9241  -0.0287
H  3.7211  -0.6709  -0.1070
C  2.2242  -0.5961  -2.3866
H  2.3140  -0.7087  0.9792
H  2.2901  1.5330  0.2153
N  1.8868  -0.1117  -1.0180
H  -1.4303  2.5049  0.3697
C  -2.2368  -1.1143  0.3928
C  -1.0266  2.4385  -2.1836
N  -3.8900  -1.2088  4.9490
C  -0.3665  2.5750  0.1568
C  -0.8759  -2.8543  1.5637
H  -3.7520  -0.1776  1.6420
H  1.9118  -1.6310  -2.4950
C  -1.2831  -3.3533  3.8904
N  -1.0262  -3.9198  4.8558
H  1.3704  2.0613  -2.6706
H  -2.0502  2.3258  -1.8393
S  -2.5419  -0.1499  -0.9432
H  3.3052  -0.5387  -2.5282
H  -0.1059  -3.6136  1.5456
H  0.2019  2.1025  0.9606
C  -2.6438  -1.6238  2.7280
C  -3.3461  -1.4027  3.9564
H  2.5335  -1.9801  -0.2492
Ir  -0.2180  -0.1361  -0.6888
H  1.5406  3.2623  -1.4011
C  2.2904  1.3160  -0.8537
C  -1.5806  -2.6213  2.6959
H  -0.0760  3.6265  0.1042
H  3.3110  1.4640  -1.2140

[2]
The following is a DFT calculation (ωB97M-V/def2-TZVPD) of one molecule with the formula C14H18N2O2.

Values from the calculation:
**Highest occupied orbital energy**: -7.908 eV
**Molar mass**: 246.3 g mol⁻¹
**LUMO energy**: 0.62 eV
**Energy above the lowest of the compared OMol25 structures with the same formula, charge and spin**: 25.2 kcal per mole
**Charge**: 0

Geometry (Å):
H  -0.7251  -2.0853  -2.6605
H  -6.4167  -3.0361  -1.2173
C  1.8043  0.4169  1.3383
C  3.9433  1.4805  0.7992
O  -4.7519  -2.2212  -0.4780
C  0.5827  -0.1798  0.7734
C  -1.5241  -0.9017  0.4564
H  4.5302  5.4352  -0.4124
H  4.7138  3.4499  1.1252
H  2.9654  3.3169  1.3255
H  4.7647  1.1351  0.1634
C  -0.6483  -0.2624  1.3720
H  -4.9295  -3.8676  -1.7313
H  2.6751  3.1199  -1.1256
C  -1.3123  -1.8522  -1.7843
H  4.1433  1.1937  1.8338
C  3.5935  5.0252  -0.7830
N  2.7388  0.7814  0.4121
C  -2.6464  -2.1997  -1.7234
C  -3.4253  -1.9044  -0.5934
H  3.4496  5.3665  -1.8055
O  1.9813  0.5445  2.5339
H  -3.0855  -2.7070  -2.5675
C  -2.8696  -1.2555  0.4977
H  -5.3766  -2.2960  -2.4574
H  2.4599  0.8696  -0.5517
C  3.8093  3.0029  0.7085
H  4.4286  3.1272  -1.3499
C  -0.7542  -1.2014  -0.6953
H  -0.8883  0.1025  2.3497
C  -5.3859  -2.8909  -1.5376
C  3.6159  3.5027  -0.7222
H  2.7835  5.4175  -0.1723
N  0.5120  -0.7279  -0.4902
H  -3.4841  -1.0397  1.3562
H  1.2998  -0.9270  -1.0829

[3]
The following is a DFT calculation (ωB97M-V/def2-TZVPD) of one molecule with the formula C14H18N2O6.

Values from the calculation:
**Highest occupied orbital energy**: -8.897 eV
**Molar mass**: 310.3 g mol⁻¹
**LUMO energy**: -0.39 eV
**Energy above the lowest of the compared OMol25 structures with the same formula, charge and spin**: 58.3 kcal per mole
**Charge**: 0

Geometry (Å):
C  2.3448  1.4716  -0.6667
O  -5.2727  -1.0331  3.3006
O  -1.7554  -2.2972  -1.6389
H  0.5205  2.3230  0.0870
N  -1.3354  0.5655  -0.7484
C  3.2320  2.1682  0.3481
C  1.0814  2.3267  -0.8500
H  -4.6602  -2.7451  1.7149
N  -4.5058  -0.2838  2.7314
H  3.9031  -0.7711  -0.9098
H  1.4851  0.0861  0.7444
H  -1.1989  -1.6392  -2.1493
H  0.8202  1.7822  -2.9235
C  2.9998  -2.2065  0.4123
H  1.3936  3.3567  -1.0398
C  3.3224  -0.7715  0.0148
H  -0.5387  2.6663  -2.2234
C  -2.1967  -0.3984  -0.1777
C  -3.7916  -0.7910  1.6015
H  3.2299  2.7212  2.1736
C  -2.9112  0.0424  0.9261
H  -1.3430  1.4246  -0.2132
O  -0.4398  -0.3307  -2.6459
H  -2.7958  1.0553  1.2861
C  -2.3742  -1.7329  -0.6135
H  3.9139  -2.7779  0.5507
C  0.2053  1.8887  -2.0286
O  2.6399  2.2767  1.5447
C  2.0471  0.0448  -0.1915
H  2.9008  1.4337  -1.6079
H  3.9377  -0.3082  0.7891
H  2.4369  -2.2287  1.3430
C  -3.2702  -2.5523  0.0935
C  -0.5401  0.5843  -1.8406
O  -4.3034  0.8711  3.0566
H  2.4055  -2.6907  -0.3594
O  4.3304  2.5993  0.1308
C  -3.9745  -2.1060  1.1823
H  1.4372  -0.4607  -0.9398
H  -3.3800  -3.5634  -0.2639

[4]
The following is a DFT calculation (ωB97M-V/def2-TZVPD) of an isolated ion of composition C14H18N3OS and charge +1.

Values from the calculation:
**Highest occupied orbital energy**: -11.931 eV
**Molar mass**: 276.4 g mol⁻¹
**LUMO energy**: -2.87 eV
**Energy above the lowest of the compared OMol25 structures with the same formula, charge and spin**: 14.3 kcal per mole
**Charge**: +1

Geometry (Å):
H  4.2700  -2.1706  0.9515
C  1.3307  -2.0423  -0.7070
C  1.8538  2.3373  -0.1336
C  -2.9079  -1.5177  1.2942
H  1.9423  3.4089  -0.3392
C  3.5209  -0.4617  -0.0944
H  1.9408  1.6802  -2.1798
C  1.3940  -0.7419  -1.1760
H  2.9759  1.0731  1.0508
C  -4.0475  0.4494  0.3665
H  -2.6690  -2.5670  1.3113
H  -4.1201  -1.3600  -1.6940
H  -5.4181  -1.8301  -0.6049
C  -3.7130  -1.0084  0.3739
H  -3.7926  0.9432  1.3008
N  -0.0092  1.5470  1.2170
H  -3.9692  -2.8318  -0.7195
C  2.3549  -2.5529  0.0747
C  -4.3356  -1.8098  -0.7250
H  0.6004  -0.3554  -1.7980
C  0.4240  1.9596  0.0680
S  -3.1119  1.3205  -0.9622
N  2.4932  1.9998  1.1778
C  -1.6157  1.4942  -0.1665
O  -0.5354  1.9587  -0.8663
C  2.4857  0.0611  -0.8718
H  4.4282  0.1097  0.0678
H  -5.0916  0.6230  0.1094
H  1.6883  1.8507  1.8368
C  3.4564  -1.7686  0.3683
C  2.5056  1.5157  -1.2623
H  0.4815  -2.6589  -0.9557
H  -2.4747  -0.9093  2.0687
H  3.5263  1.8660  -1.4215
N  -1.3102  1.2486  1.0779
H  3.1459  2.7063  1.5240
H  2.3029  -3.5666  0.4380

[5]
The following is a DFT calculation (ωB97M-V/def2-TZVPD) of C14H18N5RhSSi as an isolated structure.

Values from the calculation:
**Highest occupied orbital energy**: -15.402 eV
**Molar mass**: 419.4 g mol⁻¹
**LUMO energy**: -8.29 eV
**Energy above the lowest of the compared OMol25 structures with the same formula, charge and spin**: 0.7 kcal per mole
**Charge**: +2

Geometry (Å):
H  -1.9097  3.8570  -3.1683
N  1.9036  -0.2443  -0.1228
H  -3.0285  5.1931  -3.4058
N  3.6033  -1.4171  0.5657
H  -5.4205  2.1369  -1.4680
C  -2.6135  2.9491  -0.1313
H  -5.2515  5.7401  -1.1917
H  -1.7920  5.3064  -2.1537
C  2.2848  -1.4226  0.3464
H  -0.3757  0.9255  2.3440
H  -4.2137  1.8459  -2.7339
C  3.0237  0.5480  -0.2209
N  1.1116  -3.6025  1.0459
H  -5.2908  4.7326  0.2490
C  -2.6090  3.2399  1.2482
H  -3.2423  4.0404  1.6120
C  -4.7835  2.6188  -2.2128
H  -5.4358  3.0918  -2.9504
H  -1.9591  -2.7782  0.3716
C  -1.0120  1.5131  1.6981
Si  -3.6849  3.8931  -1.4351
S  -1.3587  1.1053  -2.0397
C  4.0910  -0.1803  0.2038
N  -1.0200  1.2437  0.3954
C  -1.7724  1.9181  -0.4626
H  1.8671  -4.1933  1.3593
C  -2.4874  4.6237  -2.6467
C  -0.2195  -3.9587  1.0368
C  -4.6263  5.1743  -0.4970
H  -0.5555  -4.9221  1.3794
C  -0.9026  -2.8936  0.5386
H  2.9896  1.5593  -0.5864
H  5.1358  0.0662  0.2795
C  -1.8248  2.5384  2.1545
N  0.0079  -1.9058  0.2445
H  4.1624  -2.1796  0.9184
Rh  -0.0842  -0.0697  -0.7643
H  -1.8348  2.7751  3.2089
C  1.2116  -2.3635  0.5541
H  -3.9657  5.8894  -0.0015

[6]
The following is a DFT calculation (ωB97M-V/def2-TZVPD) of C14H19BN7O2RuS2 as an isolated structure.

Values from the calculation:
**Highest occupied orbital energy (alpha / beta)**: -1.852 / -3.987 eV
**Molar mass**: 493.4 g mol⁻¹
**LUMO energy (alpha / beta)**: 1.55 / 1.00 eV
**Energy above the lowest of the compared OMol25 structures with the same formula, charge and spin**: 44.5 kcal per mole
**Multiplicity**: 5
**Charge**: -1
**⟨S²⟩**: 6.063

Geometry (Å):
C  -0.6538  -2.9930  -2.6396
O  -1.2290  0.5637  -3.2226
C  -4.3422  -0.1046  -4.7472
N  -2.1464  0.6732  -4.1270
H  1.3339  -0.1128  3.2410
H  2.4978  -3.7075  0.4999
N  -5.1501  -0.4507  -5.5357
H  2.1052  2.0705  0.0672
H  0.9802  -2.8975  0.9121
N  2.3135  0.6047  1.5372
C  1.9490  -0.3335  0.5992
H  -1.8966  5.1840  1.7396
H  1.2867  2.4674  1.5457
C  -1.5123  3.3839  2.8760
C  -1.8356  4.1207  1.7476
H  -1.3652  3.8952  3.8703
B  -0.7461  -4.3188  -3.4568
N  2.5261  -1.5455  0.7591
C  2.1905  2.0050  1.1202
C  -2.0553  3.4494  0.5467
H  -0.9262  -3.9621  -4.6033
Ru  -1.1989  -0.1969  -1.1740
C  1.8576  -2.7913  0.2758
N  -1.8269  2.1183  0.4258
H  1.6350  -2.8106  -0.7805
C  -3.6899  -0.1778  -2.4327
C  3.7640  -1.6572  1.5284
O  -1.9534  1.5445  -0.8478
H  3.1277  0.0590  3.3614
H  4.4779  -0.7596  1.4933
N  -3.4340  -0.5091  -1.2967
H  -1.7388  -5.0190  -3.0316
H  4.3220  -2.4872  1.1643
H  3.0335  2.6283  1.4646
H  -0.8817  1.4310  3.6012
H  0.3535  -4.9504  -3.3903
C  -1.3964  1.3978  1.4668
H  3.4444  -1.8619  2.5992
C  2.1856  0.5247  2.9703
C  -3.3883  0.1603  -3.7470
H  2.0953  1.5568  3.2771
S  1.0177  0.0549  -0.8706
N  -0.6539  -1.9321  -2.1077
H  -2.2260  3.9636  -0.3750
S  -0.9986  -0.2839  0.9392
C  -1.2513  2.0059  2.7565